# 1
Computed, not measured: C4H20BeF12N2O18S4 as an isolated structure, with ωB97M-V/def2-TZVPD.

CARTESIAN COORDINATES (ANGSTROEM)
O 3.28443 0.89204 1.05320
H -2.71096 -1.30727 -3.34433
C 1.60341 -3.36799 2.97155
O 2.56359 -1.27780 -0.18847
H -3.82319 -0.28032 -3.32982
N 0.94580 1.07143 2.07179
N 0.11370 -2.70471 0.62877
F -2.06260 0.71133 2.75607
O -1.45711 1.64810 -0.56773
H -1.83719 3.38764 -2.34571
Be 0.14596 -0.29912 0.19100
O 0.05978 -5.26020 0.86743
H -2.27542 1.30110 -0.21250
H 0.52225 3.73138 -3.20503
H 2.72904 -2.21549 -0.09049
S 2.61623 1.57431 2.14481
O -0.13860 -0.59468 -2.26568
F 2.44165 -2.32852 2.99238
F 1.48642 4.03349 1.58673
S 0.46069 1.51336 3.49031
H -0.95785 -0.31733 -2.67573
H 3.37599 -0.85967 0.09684
H -4.55297 1.71081 -1.09899
C 2.69789 3.47959 1.69492
S -0.21917 -4.09460 -0.00420
O 0.45027 0.48865 4.49569
F -2.02002 2.17657 4.30907
H -3.06892 4.26362 -2.43179
O -2.74514 3.44833 -2.04877
H 0.88713 2.11810 -1.51179
O -0.55343 -1.57150 2.89474
O -1.10033 -3.90461 2.72998
F 3.34223 4.06622 2.75084
O -2.87044 -0.36378 -3.36900
H -0.19148 2.44107 -3.54797
O 1.44480 1.38962 -1.23873
F 2.34878 -3.97704 -1.02306
F 0.70027 -3.39486 -2.43365
O -1.52975 -4.12351 -0.66468
S -0.18944 -2.86238 2.31926
H 1.74215 0.30329 -4.94288
F 2.08276 -4.39346 2.25883
H -3.10034 -0.59391 0.45838
F -1.63167 2.82948 2.18100
F 1.44136 -3.75233 4.22404
O -0.19243 3.16252 -2.91889
O 1.77696 -0.40060 -4.29515
H -1.72188 2.41586 -1.07436
H -5.02302 1.48212 0.32180
H -2.49955 -1.97483 0.30344
O 0.97803 2.77743 3.96875
O -2.26219 -1.05392 0.41215
C -1.48236 1.84389 3.13096
F 1.04487 -5.48186 -1.90752
H 0.49864 -0.59658 -2.97993
H 2.30909 1.60442 -1.58957
O -4.32508 1.25084 -0.29108
F 3.37134 3.67282 0.50950
O 3.30283 1.37435 3.43753
C 1.06376 -4.22579 -1.46329
H 2.71044 -0.58512 -4.19119

Atoms 1-3, force components in eV/Å:
-0.59 1.03 0.04
0.00 -0.44 0.02
-0.99 0.16 0.11

Values from the calculation:
HOMO (eV): -9.9
E (eV): -120654.981
Total charge: 0

Löwdin population analysis, charges in e, atoms 1 to 2:
1. O -0.348
2. H 0.049

---

# 2
Computed, not measured: a 4-piece molecular cluster, C21H38N2O8Si overall, with ωB97M-V/def2-TZVPD.

CARTESIAN COORDINATES (ANGSTROEM)
H -3.00348 5.69764 1.30068
N -2.33116 0.50010 -0.69238
O 3.54450 -2.37652 1.11244
H -1.74880 -4.03491 5.86616
C 1.53518 -0.94047 -1.00706
C -2.34817 0.69791 -3.17666
H 4.25023 -6.11501 1.78362
C 2.76706 -4.65843 1.25312
O 1.49443 -4.95446 3.97927
C -1.50440 -3.43365 4.98528
H 4.26605 -1.50942 -1.96890
C -0.23111 2.48036 -3.28844
H 2.20151 -1.81401 -0.63682
O -0.70908 -5.03505 3.47449
H -0.19502 2.32230 -4.40853
H -2.03620 -2.48482 5.06834
O 2.03706 1.34688 -2.99872
H 1.80455 3.41846 -2.96407
H -1.99770 -3.54467 2.86770
H 3.01119 -6.77011 0.70776
H -4.71259 7.23705 1.79078
C -3.64148 5.92036 0.44031
H 0.85518 -1.39064 -1.80744
H 0.27911 -2.39407 4.30400
C -4.47624 7.15146 0.73090
C -1.84716 -4.20187 3.72924
C 3.25318 1.53653 -0.18293
H -1.82985 5.85790 -0.74959
O -1.84384 2.90267 -0.53600
H 4.26488 -0.40681 -3.46243
H 3.92505 2.40559 -0.46076
C 4.43834 -5.40819 -0.23386
H 1.05783 2.59482 -1.49656
O -3.68822 9.42786 0.56313
H -3.95363 -1.75087 -2.52557
H -1.95073 0.18297 -4.11460
H 3.92496 -5.53462 -1.19174
H -2.73458 -4.82294 3.85861
C -1.77102 1.80307 -1.10390
C 3.60214 -5.88137 0.93357
H 2.30835 2.00625 0.27979
C -2.79131 6.37207 -0.72338
C 0.38254 -4.50899 4.08977
H 3.67985 0.86786 0.64012
H -3.09812 1.53326 -3.38509
O 4.64364 -4.00810 -0.00716
H -3.07930 0.55457 0.01139
C -3.56380 8.26463 0.28760
H 0.89284 -0.63164 -0.11935
C 1.23689 2.48340 -2.61217
H -0.35408 0.52247 -2.39030
H 5.15486 0.10561 -1.86107
H 1.84804 -4.62671 0.66209
H -3.29433 6.23199 -1.68487
H 0.47715 -3.27851 5.85280
H 2.54367 -4.59214 2.31710
O -2.58292 7.77568 -0.51709
H -4.23230 5.03022 0.22090
Si 2.67241 0.46776 -1.65236
N -4.07949 -0.90132 -1.94851
H 5.40216 -5.91719 -0.28032
C -1.08158 1.39893 -2.48715
H -5.38760 7.17742 0.12911
C 3.66976 -3.53702 0.81699
C -0.00079 -3.28305 4.87408
C 4.26315 -0.42526 -2.31935
C -2.74208 -0.25347 -1.93087
H -0.67293 3.50691 -3.02029
H -1.93963 -1.07932 -1.98825
H -4.23297 -1.27730 -0.99655

Atoms 1-3, force components in eV/Å:
-0.03 -0.03 -0.12
-1.36 2.27 -0.87
0.54 -0.38 -0.28

Values from the calculation:
HOMO (eV): -9.6
E (eV): -49632.049
SMILES string: C[Si](C)(C)OCC[C@@H]1C[C@H](N)NC1=O.O=C1CCCO1.O=C1CCCO1.O=C1CCCO1
Total charge: 0

Löwdin population analysis, charges in e, atoms 1 to 2:
1. H 0.123
2. N 0.078